C30H48Cl2N3O6PdSi | ωB97M-V/def2-TZVPD

The geometry in XYZ format:
```
91
Properties=species:S:1:pos:R:3:forces:R:3:mulliken_charge:R:1
C 3.9355 -3.2595 -5.5735 -0.122 0.264 -0.036 -1.48
C 4.1813 -4.7054 -5.2593 0.838 -0.669 -0.237 0.34
H 4.8918 -2.7259 -5.6821 -0.349 0.002 0.147 0.38
H 3.3046 -2.7959 -4.7991 0.339 -0.039 -0.209 0.21
H 3.4032 -3.1475 -6.5320 0.104 -0.096 0.186 0.28
C 5.2047 -5.3959 -5.7956 -0.857 0.115 0.268 0.13
C 6.1885 -4.8501 -6.7756 0.491 -0.066 -0.299 -1.47
H 5.3463 -6.4519 -5.5664 -0.231 0.279 0.028 0.30
H 6.6729 -3.9307 -6.4196 -0.104 -0.140 -0.128 0.32
H 5.7471 -4.6442 -7.7625 0.007 0.061 0.260 0.29
H 6.9652 -5.6101 -6.9365 -0.024 0.332 -0.035 0.37
Pd 0.4381 -0.9017 -0.8035 0.189 0.230 0.258 1.01
Cl 0.7318 -1.8164 -2.9043 0.369 -1.027 -1.453 -0.52
C -1.2060 -3.3621 -0.1028 1.626 0.878 0.416 0.03
O -0.1605 -2.7364 0.2115 -1.996 -1.424 -0.284 -0.47
N -1.4966 -4.5001 0.5444 -0.223 -0.380 0.294 0.33
C -0.6142 -4.9171 1.6316 0.055 -0.038 -0.146 -0.75
C -2.5226 -5.4245 0.0771 0.250 0.202 -0.230 -0.92
H -1.9146 -3.0207 -0.8773 0.389 -0.062 0.231 0.39
H -0.5315 -4.1158 2.3809 0.049 -0.241 -0.309 0.25
H 0.3885 -5.1606 1.2481 -0.264 0.182 0.227 0.07
H -1.0431 -5.8124 2.0942 0.084 0.187 -0.052 0.35
H -3.3305 -4.8492 -0.3873 0.084 -0.195 0.107 0.33
H -2.9041 -6.0064 0.9234 -0.058 0.232 -0.179 0.32
H -2.1098 -6.1284 -0.6655 -0.155 0.149 0.199 0.28
H -2.0955 -0.1848 3.3159 0.292 0.115 0.008 0.25
H -2.7687 2.5867 2.3509 0.225 0.090 0.021 0.33
C -1.2375 0.4710 3.5375 -0.267 -0.137 -0.133 -0.92
C -1.6928 2.7132 2.5258 0.065 -0.193 -0.071 -0.95
N -1.0134 1.4273 2.4626 -0.058 0.419 0.415 0.28
H -0.3445 -0.1499 3.6903 -0.297 0.199 -0.153 0.25
C -0.3835 1.0455 1.3490 0.520 -2.118 -0.107 -0.16
O -0.0529 -0.1568 1.1828 -0.430 2.350 1.058 -0.58
H -1.2819 3.3534 1.7391 -0.181 0.001 0.163 0.28
H -0.1393 1.8293 0.6183 -0.189 -0.191 -0.084 0.40
H -1.4610 1.0366 4.4475 0.087 -0.091 -0.093 0.37
H -1.5473 3.1731 3.5084 0.107 0.005 -0.138 0.37
H 3.8217 2.5332 -1.3849 0.151 -0.109 0.123 0.29
H 4.3144 -0.5517 -2.4157 0.050 0.021 0.279 0.31
C 4.5109 2.0275 -0.6922 -0.169 -0.056 0.121 -0.90
C 4.9303 -0.2798 -1.5450 -0.275 -0.045 -0.078 -0.89
N 4.2279 0.6046 -0.6240 0.152 -0.215 0.274 0.23
H 4.3812 2.4417 0.3134 0.090 0.180 -0.239 0.32
C 3.1358 0.2181 0.0653 -0.959 -1.159 -0.451 0.05
O 2.5694 -0.8929 -0.0188 1.956 1.733 0.603 -0.51
H 5.2517 -1.1897 -1.0223 -0.170 0.171 -0.180 0.23
H 2.7600 1.0083 0.7346 0.041 -0.144 -0.050 0.14
H 5.5438 2.1641 -1.0234 -0.145 0.098 0.165 0.32
H 5.8157 0.2655 -1.8870 -0.111 -0.241 -0.002 0.36
O 3.2359 -4.5665 -3.0873 0.178 -0.481 0.231 -0.04
C 3.1820 -5.3253 -4.3016 -0.038 0.421 0.350 0.32
C 4.5005 -7.3170 -3.4833 -0.138 -0.490 0.173 -0.27
C 3.3434 -6.8141 -4.0760 -0.005 0.155 -0.409 0.09
H 5.3123 -6.6242 -3.2403 -0.361 -0.345 0.060 0.73
C 4.5981 -8.6882 -3.2071 -0.095 0.327 -0.106 -0.93
H 2.1998 -5.1352 -4.7595 -0.071 -0.164 0.182 0.26
C 2.3368 -7.6832 -4.5012 0.300 -0.148 0.218 -0.24
H 5.4842 -9.0627 -2.6905 -0.253 0.010 -0.196 0.38
C 3.5655 -9.5561 -3.5802 0.058 0.182 -0.169 -0.47
C 2.4475 -9.0546 -4.2580 0.074 0.132 0.076 -0.63
H 1.4771 -7.2537 -5.0195 0.129 -0.254 0.202 0.36
H 3.6528 -10.6269 -3.3777 -0.068 0.361 -0.031 0.37
H 1.6508 -9.7242 -4.5836 0.223 0.113 0.102 0.37
Si 2.9654 -4.9835 -1.4775 0.530 -0.099 -0.032 0.23
Cl 1.1810 1.2050 -1.6307 0.196 1.558 -0.389 -0.58
C 4.5162 -5.7283 -0.7017 0.121 -0.565 -0.055 -1.23
C 1.5197 -6.1485 -1.3462 -0.166 -0.411 -0.038 -0.82
C 2.7368 -3.4561 -0.5158 -0.364 -0.164 -0.640 0.19
H 4.6881 -6.7693 -1.0048 0.126 0.221 0.210 0.37
H 4.4161 -5.6986 0.3959 -0.027 0.016 -0.301 0.43
H 5.3983 -5.1264 -0.9679 -0.199 -0.143 0.019 0.25
H 3.6647 -2.8897 -0.5537 -0.060 0.078 0.069 -0.04
H 2.3977 -3.5489 0.5206 0.093 -0.103 -0.223 0.40
H 1.9805 -2.9167 -1.0939 0.241 0.176 0.329 -0.70
H 1.7552 -7.1311 -1.7748 -0.119 0.132 0.045 0.32
H 0.6581 -5.7273 -1.8776 0.066 -0.043 0.058 0.24
H 1.2356 -6.3037 -0.2972 0.084 0.051 -0.187 0.34
O -3.1090 -1.0142 0.0191 0.189 0.434 -0.093 -0.79
C -2.4985 -0.1865 -0.6738 1.436 -0.499 -1.262 0.45
O -1.4875 -0.4148 -1.4678 -2.672 0.457 1.103 -0.84
C -2.9493 1.2696 -0.6779 -0.615 0.602 0.404 0.35
C -2.3978 2.2458 -1.5254 -0.151 -0.257 -0.040 -0.09
C -2.9433 3.5344 -1.5737 -0.121 -0.050 0.313 -0.65
C -3.9700 3.9068 -0.6909 0.163 -0.383 0.065 -0.36
C -4.4461 2.9656 0.2356 -0.032 0.029 -0.320 -0.35
C -3.9742 1.6514 0.2054 0.248 0.156 -0.235 -0.54
H -1.5514 1.9660 -2.1557 -0.261 0.005 0.126 0.38
H -2.5602 4.2516 -2.3050 -0.079 -0.203 0.298 0.39
H -4.4012 4.9132 -0.7227 0.227 -0.349 0.026 0.37
H -5.2109 3.2452 0.9656 0.161 -0.042 -0.281 0.37
H -4.3772 0.8866 0.8686 0.076 0.160 -0.130 0.38
```
Forces are in eV/Å.

Properties
Multiplicity: 3
Net charge: -1
Energy (eV): -85051.087
E_LUMO (spin up / spin down) (eV): 2.5599 / 2.5595
Gap between HOMO and LUMO (spin up / spin down) (eV): 6.2 / 7.3
Molecular weight (g/mol): 752.141
Energy relative to the best compared isomer or geometry (same formula, charge and spin) (kJ/mol): 0.0

***

C6H6NO3 | ωB97M-V/def2-TZVPD

The geometry in XYZ format:
```
16
Properties=species:S:1:pos:R:3:forces:R:3:nbo_charge:R:1
C -0.5198 1.3693 0.0049 -0.177 0.016 0.009 -0.09
C -0.9405 0.0571 0.0035 -0.268 -0.022 0.009 -0.19
C 0.2298 -0.7432 -0.0006 0.087 0.197 -0.007 0.22
C 1.3247 0.0980 -0.0001 0.627 -0.277 0.002 -0.05
C 2.8679 0.0261 -0.0009 -0.612 -0.018 -0.004 0.75
C -2.3533 -0.4433 0.0035 0.305 0.038 -0.037 -0.63
N 0.8293 1.3678 0.0033 -0.053 0.169 -0.005 -0.49
O 3.3802 1.1667 -0.0110 0.335 0.589 -0.001 -0.80
O 3.4173 -1.0760 0.0087 0.042 -0.599 0.002 -0.74
O 0.2250 -2.1217 -0.0045 0.023 0.003 0.002 -0.67
H -1.0969 2.2763 0.0081 -0.072 0.111 0.003 0.18
H -2.5848 -0.9864 -0.9173 -0.104 -0.040 -0.014 0.20
H -2.5367 -1.1154 0.8462 -0.106 -0.033 0.034 0.20
H -3.0444 0.3937 0.0833 -0.109 -0.005 0.006 0.21
H 1.5003 2.1259 0.0016 -0.025 -0.133 0.000 0.44
H -0.6983 -2.3947 -0.0287 0.109 0.002 0.003 0.46
```
Forces are in eV/Å.

Properties
Multiplicity: 1
Net charge: -1
Energy (eV): -13953.428
E_LUMO (eV): 3.2693
Gap between HOMO and LUMO (eV): 7.3
Molecular weight (g/mol): 140.118
Energy relative to the best compared isomer or geometry (same formula, charge and spin) (kJ/mol): 0.0

***

Look up the energy relative to the best compared isomer or geometry (same formula, charge and spin) of the second one.
0.0 kJ/mol

***

What is the formula in the second record?
C6H6NO3